# 1
Computed, not measured: a structure of composition C28H54FN2O11S4 at a distorted geometry, with ωB97M-V with the def2-TZVPD basis set.

## Properties
- energy above the lowest of the compared OMol25 structures with the same formula, charge and spin (kJ/mol) = 63.0
- gap between HOMO and LUMO (hartree) = 0.29443
- net charge = +1
- energy (eV) = -101452.8459
- spin multiplicity = 1

Each line ends with the Löwdin charge.
Geometry (Å):
C -0.39026 -2.23044 0.72831  0.03
C -0.44226 -1.00069 -0.09312  -0.38
O -0.77598 -1.04471 -1.25098  0.13
N -0.22175 0.27970 0.57048  0.08
H -0.98270 0.98547 0.39995  0.11
H 0.12094 0.22972 1.58923  0.09
C 0.87143 0.99314 -0.10382  -0.04
H -1.22611 -2.50361 1.27872  0.07
H 0.38873 -2.15040 1.51245  0.08
H -0.28314 -3.16909 0.20876  0.07
H 1.13276 2.10735 0.11981  0.14
H 0.80053 0.88192 -1.10507  0.03
H 1.83874 0.56474 -0.06288  0.07
C 2.77258 -2.92170 4.23342  0.01
C 3.36097 -1.52098 4.19282  -0.38
O 3.90033 -1.19729 5.25721  0.12
N 3.05328 -0.57996 3.10606  0.03
H 3.17994 -1.10408 2.15974  0.22
H 1.98929 -0.33582 3.17819  0.08
C 3.78118 0.71798 3.13597  -0.01
H 2.44781 -3.25047 5.20266  0.09
H 3.37687 -3.62614 3.61927  0.10
H 1.77845 -2.86361 3.59755  0.10
H 4.79071 0.58001 3.31341  0.07
H 3.16456 1.35987 3.85423  0.14
H 3.75877 1.48076 2.36939  0.09
O 0.39928 -0.20093 3.13718  -0.38
H -0.28875 0.07859 3.82493  0.01
F -2.93830 -1.51106 -5.71500  0.09
C -1.81329 -0.84870 -5.66879  -0.29
C -1.14004 -0.82487 -4.42640  -0.01
C 0.19437 -0.37416 -4.43172  -0.09
C 0.84143 0.19752 -5.50287  -0.06
C 0.09911 0.14050 -6.76033  -0.04
C -1.17256 -0.45202 -6.87487  0.00
H -1.59035 -1.08625 -3.50133  0.07
H 0.60513 -0.49489 -3.48768  0.06
H 1.67616 0.73192 -5.33627  0.04
H 0.76992 0.47269 -7.57393  0.10
H -1.76730 -0.52806 -7.70761  0.08
C 5.38333 3.88594 -2.29514  -0.20
C 4.94720 3.98644 -3.70303  -0.27
C 3.52910 3.84497 -3.79863  -0.26
S 3.07036 2.71835 -2.48845  0.66
O 2.64397 1.43489 -2.89671  -0.30
O 2.09320 3.52596 -1.73685  -0.33
C 4.61013 2.70685 -1.66320  -0.22
H 5.12444 4.83368 -1.69901  0.16
H 6.37253 3.89594 -2.27475  0.07
H 5.22248 3.13120 -4.28717  0.13
H 5.31508 4.96559 -4.14719  0.16
H 3.23093 3.75838 -4.80919  0.11
H 2.86446 4.69567 -3.52963  0.12
H 4.99281 1.60639 -1.95937  0.16
H 4.51354 2.71580 -0.58753  0.09
C -0.44194 -7.96518 1.06144  -0.18
C 0.83222 -7.33881 0.35246  -0.24
C 0.62989 -5.96345 0.46810  -0.28
S 0.02207 -5.86817 2.11667  0.68
O -1.08053 -4.93276 2.18355  -0.32
O 1.12546 -5.53457 3.01624  -0.33
C -0.60997 -7.41797 2.44772  -0.22
H -0.23679 -9.17071 1.06820  0.18
H -1.24831 -7.75389 0.37028  0.12
H 0.62112 -7.65662 -0.62162  0.11
H 1.77779 -7.56202 0.46114  0.08
H -0.09941 -5.36324 -0.25647  0.17
H 1.46920 -5.40113 0.28339  0.09
H -1.49286 -7.32040 2.79011  0.04
H 0.10912 -8.00721 3.14491  0.17
C -2.60067 3.08464 4.39590  -0.20
C -3.37764 3.86118 3.45098  -0.26
C -2.61364 4.88739 2.84895  -0.26
S -1.04725 4.19157 2.64874  0.70
O -0.07628 5.03415 3.25791  -0.29
O -0.85846 3.58552 1.34463  -0.31
C -1.38751 2.79953 3.70358  -0.23
H -3.28928 2.38202 4.79532  0.13
H -2.41543 3.79429 5.24789  0.16
H -4.22262 4.39234 3.97702  0.17
H -3.63983 3.36979 2.63876  0.07
H -2.46333 5.78138 3.41341  0.12
H -2.79673 5.40146 2.01087  0.09
H -0.31913 2.56524 4.12443  0.17
H -1.46663 2.17997 3.09538  -0.05
C -5.10936 0.71427 -2.36643  -0.22
C -5.75831 0.81102 -1.01310  -0.27
C -5.20619 1.72690 -0.15755  -0.30
S -3.56843 2.03428 -0.69893  0.71
O -2.52015 1.57252 0.16886  -0.35
O -3.42782 3.33981 -1.36182  -0.30
C -3.59440 0.83172 -2.07122  -0.21
H -5.34881 1.42559 -3.15399  0.12
H -5.26972 -0.12742 -2.96754  0.10
H -5.26964 -0.15750 -0.65147  0.16
H -6.85397 0.81448 -1.06296  0.15
H -5.16957 1.36805 1.03050  0.19
H -5.67762 2.62462 0.00573  0.08
H -3.10180 -0.04991 -1.59571  0.08
H -2.90091 1.32925 -3.05545  0.21

Cartesian forces, eV/Å:
C 2.682 -0.072 0.805
C -1.937 -1.472 -0.974
O 0.576 0.819 0.659
N 1.593 1.801 0.005
H -0.538 -0.913 0.490
H -1.149 -0.668 0.935
C 2.273 2.706 1.017
H -2.144 0.485 1.236
H -0.313 -0.040 -0.342
H 0.525 0.203 -0.977
H -1.647 -1.895 0.043
H -1.217 0.333 -3.453
H 1.082 -1.330 1.277
C -2.357 0.711 -4.578
C 0.710 -1.193 5.709
O -0.721 0.904 -3.640
N 0.726 -0.578 -3.142
H -0.357 1.036 1.998
H -1.509 -0.237 0.220
C -2.579 1.976 1.679
H 0.628 0.033 0.436
H -0.223 0.219 0.857
H 1.632 -0.241 1.142
H 1.795 -0.312 1.195
H 1.558 -1.168 0.074
H -0.696 -1.070 -1.659
O -0.203 0.694 0.623
H 1.814 -0.618 -1.482
F -1.974 -0.310 -0.377
C 3.380 0.070 0.805
C 0.614 0.763 -2.685
C -1.829 0.015 -0.092
C -5.425 -2.199 -1.875
C 1.949 -0.005 1.115
C 1.240 0.765 3.559
H -0.393 -0.551 0.381
H 1.360 0.346 1.610
H 3.103 1.368 -0.015
H -1.284 -0.094 -0.149
H -0.771 -0.148 -2.283
C -3.991 1.258 2.021
C 1.797 2.155 -1.185
C -3.402 1.809 0.489
S -3.004 3.427 0.679
O -0.050 -2.219 -0.533
O 1.175 -1.193 -0.018
C 2.106 -2.694 -0.950
H -0.080 -1.215 -0.932
H 4.487 -0.822 0.573
H 1.553 -0.354 -0.365
H -0.300 -1.387 0.195
H -0.569 -1.499 -1.026
H 0.930 -0.064 0.370
H -0.288 2.534 0.560
H -0.279 0.221 0.154
C 2.162 -5.080 -0.939
C -5.728 -2.581 -1.754
C -3.265 4.267 -1.306
S 0.878 5.302 3.269
O -0.353 -0.034 -0.525
O -0.152 -0.726 -0.774
C 7.772 -2.939 -1.768
H -0.990 2.911 0.036
H -0.354 -0.002 0.174
H 0.048 -0.432 -1.897
H 4.673 -1.978 1.881
H 0.688 -1.963 1.520
H 2.309 1.433 0.564
H -6.295 0.549 2.413
H -1.330 1.295 -0.966
C -0.565 2.095 3.856
C -3.631 3.122 2.717
C 3.186 2.680 1.480
S 0.728 -1.437 -0.113
O 1.201 0.817 -0.028
O 0.262 0.729 0.031
C 6.137 7.450 8.113
H 0.226 -1.556 0.326
H 0.072 -0.688 -0.394
H 0.258 -1.103 -0.751
H -2.351 -3.413 -3.306
H 0.423 0.333 1.542
H -1.828 0.765 -4.028
H -2.202 0.537 0.270
H -1.732 -10.399 -9.710
C 1.993 1.893 -1.515
C -1.578 -6.127 -2.826
C 2.428 1.859 7.341
S 1.932 1.318 -4.787
O -0.042 0.008 1.618
O -0.691 -1.142 1.814
C 1.443 1.494 -1.741
H -0.220 1.064 0.553
H -0.602 -2.075 0.064
H -1.867 0.351 0.102
H 0.345 -0.351 0.281
H 0.209 0.510 -3.029
H -1.121 2.484 -0.391
H -0.486 0.317 -0.897
H -2.046 -1.646 3.299

---

# 2
Computed, not measured: the ion C4HO2 with charge -1 at a distorted geometry, with ωB97M-V with the def2-TZVPD basis set.

## Properties
- SMILES = O=C([O-])C1=C=C1
- energy above the lowest of the compared OMol25 structures with the same formula, charge and spin (kJ/mol) = 0.0
- gap between HOMO and LUMO (hartree) = 0.32639
- net charge = -1
- energy (eV) = -8256.9422
- spin multiplicity = 1

Each line ends with the natural charge from an NBO analysis.
Geometry (Å):
C 0.84622 -1.49727 0.22862  -0.16
C 0.10483 -0.26633 0.20580  -0.05
C -1.26835 0.37479 -0.09138  0.73
C 1.45161 -0.22540 0.10012  -0.26
O -1.92040 0.87089 0.81954  -0.73
O -1.53161 0.25986 -1.31060  -0.73
H 2.31769 0.48345 0.04790  0.21

Cartesian forces, eV/Å:
C 0.436 0.930 0.094
C 0.382 -0.158 -0.993
C 0.054 -0.448 -0.919
C -0.434 0.472 0.650
O -0.027 0.258 0.828
O 0.443 0.011 0.466
H -0.854 -1.065 -0.126

---

# 3
Computed, not measured: a cluster of 2 separate species, C3H7N3O in total at a distorted geometry, with ωB97M-V with the def2-TZVPD basis set.

## Properties
- energy above the lowest of the compared OMol25 structures with the same formula, charge and spin (kJ/mol) = 646.9
- gap between HOMO and LUMO (spin up / spin down) (hartree) = 0.30392 / 0.30891
- energy (eV) = -9736.3289
- spin multiplicity = 1

Each line ends with the natural charge from an NBO analysis.
Geometry (Å):
C 0.88613 -0.52501 -0.59184  0.15
C 0.60854 0.79298 -0.40143  0.21
N -2.41341 -0.74863 1.03897  -0.36
N 1.42379 1.55622 0.48018  -0.83
C 1.25013 -1.73026 -0.89103  -0.48
O -1.32065 -0.28558 0.52790  -0.35
N -0.55665 1.24664 -0.85358  -0.54
H -3.09932 -1.14473 0.40236  0.34
H -2.75772 -0.32773 1.89764  0.34
H 1.64037 2.47007 0.10433  0.37
H 2.27551 1.08238 0.74963  0.38
H -0.75429 2.14388 -0.40261  0.32
H 1.89447 -1.93726 -1.74597  0.22
H 0.92310 -2.59296 -0.31456  0.22

Cartesian forces, eV/Å:
C 0.469 -0.240 -0.354
C -0.600 0.780 -0.051
N 0.152 0.137 -0.091
N -0.014 -0.066 -0.051
C 0.038 -0.098 -0.020
O -1.227 -1.015 1.059
N 1.018 0.376 -0.327
H 0.132 0.046 0.048
H 0.079 -0.006 -0.132
H -0.036 -0.075 0.006
H -0.056 0.013 -0.056
H 0.123 0.022 -0.095
H -0.088 0.053 0.033
H 0.010 0.073 0.031